Formula: C18H31F6N2NiO6S4Si4
Source: the Open Molecules 2025 dataset
Level of theory: wB97M-V/def2-TZVPD

```
72
Properties=species:S:1:pos:R:3:forces:R:3
Ni -0.1177 0.5256 -0.4339 0.550 -1.047 -0.247
F -5.4157 -1.1579 1.1080 -0.006 0.029 0.026
C -4.5325 -1.5272 0.1772 -0.007 -0.122 -0.004
F -3.9656 -2.6643 0.5715 -0.012 0.062 -0.014
F -5.1862 -1.7386 -0.9639 0.037 0.038 0.029
S -3.2858 -0.1678 -0.0075 -0.138 0.154 0.255
O -2.4167 -0.3152 1.1317 0.017 0.047 0.067
O -4.0814 1.0136 -0.1295 -0.013 -0.046 0.019
N -2.5208 -0.4165 -1.3601 -0.312 -0.142 -0.533
S -1.7018 -1.7400 -1.6598 0.118 0.262 0.271
O -0.5186 -1.7638 -0.8250 0.013 0.039 0.011
O -2.4486 -2.9478 -1.8100 -0.025 -0.012 -0.013
C -1.1662 -1.3015 -3.3752 -0.014 0.012 -0.067
F -2.2063 -1.3965 -4.2052 0.084 0.009 0.053
F -0.2289 -2.1653 -3.7638 -0.082 0.056 0.027
F -0.6810 -0.0649 -3.4441 -0.032 -0.054 -0.024
O 3.9230 2.3372 -5.0771 0.015 -0.012 0.004
S 4.4751 1.5085 -4.0411 0.001 0.005 -0.007
O 5.7866 1.8282 -3.5475 -0.015 -0.010 -0.004
N 3.4190 1.3765 -2.7875 -0.054 0.093 0.042
C 2.9506 0.1707 -2.6620 0.081 0.051 0.104
S 1.8781 -0.4278 -1.4818 -0.026 -0.020 -0.121
C 3.5063 -0.8120 -3.6563 -0.025 -0.064 -0.006
C 3.2292 -2.1617 -3.7935 0.000 0.018 0.001
C 3.8694 -2.8612 -4.8078 0.015 0.002 -0.015
C 4.7608 -2.2252 -5.6683 0.001 0.012 -0.003
C 5.0338 -0.8691 -5.5326 0.000 -0.026 0.007
C 4.3924 -0.1955 -4.5147 0.015 0.005 -0.031
H 2.5278 -2.6377 -3.1221 -0.010 -0.009 0.004
H 3.6699 -3.9172 -4.9355 -0.002 -0.014 -0.002
H 5.2433 -2.7935 -6.4529 0.007 -0.003 -0.010
H 5.7208 -0.3605 -6.1953 0.008 0.002 -0.011
C 3.6406 3.6004 1.9260 -0.062 0.068 0.098
Si 3.1632 1.7949 1.7238 -0.050 -0.172 0.101
C 4.3745 0.9977 0.5553 0.037 0.026 0.022
C 3.3557 0.9643 3.4088 0.108 0.012 -0.040
Si 0.8898 1.4131 1.3012 -0.256 0.332 0.256
Si -0.0349 2.9800 -0.4601 0.031 0.464 -0.071
C 0.3021 4.5158 0.5828 -0.171 0.115 0.065
C -1.8541 3.1051 -0.9175 0.026 -0.013 0.039
C 0.9329 3.1610 -2.0394 -0.038 0.086 -0.043
Si -0.3813 2.0748 3.1751 0.045 -0.089 0.027
C 0.4377 3.4378 4.1939 0.014 0.042 -0.037
C -2.1014 2.7099 2.7549 0.035 0.114 0.207
C -0.5603 0.5628 4.2786 0.003 0.024 -0.009
H 4.6937 3.6375 2.2189 0.013 0.017 0.037
H 3.0509 4.0992 2.7021 0.051 -0.031 -0.104
H 3.5428 4.1585 0.9953 -0.016 0.025 -0.048
H 5.3870 1.2022 0.9172 0.016 -0.013 -0.002
H 4.2882 1.3915 -0.4559 0.002 0.013 -0.072
H 4.2288 -0.0811 0.5135 -0.011 -0.029 -0.028
H 4.3859 1.0592 3.7630 0.022 0.004 0.005
H 3.1240 -0.0993 3.3346 -0.012 -0.041 0.005
H 2.7009 1.3996 4.1620 -0.046 0.018 0.053
H -0.3415 4.5630 1.4644 0.066 -0.002 -0.079
H 0.0674 5.3817 -0.0456 -0.001 0.025 -0.005
H 1.3354 4.6044 0.9056 0.090 -0.016 0.024
H -2.5205 3.1150 -0.0582 -0.030 -0.003 -0.015
H -2.1878 2.3161 -1.5908 -0.026 -0.005 -0.035
H -1.9582 4.0604 -1.4430 -0.012 0.005 -0.023
H 1.9894 2.9472 -1.9158 0.091 -0.005 -0.006
H 0.8274 4.1863 -2.4083 -0.042 0.012 -0.002
H 0.5587 2.4875 -2.8129 0.042 -0.042 -0.022
H 0.6696 4.3141 3.5847 -0.011 -0.016 0.024
H 1.3585 3.1074 4.6735 0.059 -0.013 0.014
H -0.2530 3.7508 4.9816 -0.018 0.012 0.034
H -2.1031 3.7869 2.5678 0.001 -0.060 -0.028
H -2.7471 2.5256 3.6189 -0.009 0.025 0.010
H -2.5478 2.2068 1.9078 -0.108 -0.146 -0.159
H 0.4154 0.1666 4.5665 0.014 -0.022 0.001
H -1.0992 -0.2181 3.7412 -0.024 -0.050 -0.014
H -1.1144 0.8016 5.1902 -0.015 0.016 0.013
```
Forces are in eV/Å.

Computed properties:
* HOMO-LUMO gap (spin up / spin down): 7.0 / 7.3 eV
* energy above the lowest of the compared OMol25 structures with the same formula, charge and spin: 106.54 kJ/mol
* max |F|: 1.208 eV Å⁻¹
* charge: -1
* multiplicity: 3